#A
9
Properties=species:S:1:pos:R:3 method="wB97M-V/def2-TZVPD" gap_ev=9.080 smiles="OC(=S)CS" lumo_ev=0.3
O 0.317 1.485 0.030
C 0.671 0.220 0.155
S 2.162 -0.322 -0.101
C -0.464 -0.799 0.266
S -2.160 -0.148 -0.184
H -0.739 1.504 0.019
H -0.558 -1.186 1.270
H -0.297 -1.588 -0.523
H -2.209 0.390 1.024

=====

#B
9
Properties=species:S:1:pos:R:3 method="wB97M-V/def2-TZVPD" gap_ev=9.375 lumo_ev=-0.3
C -1.689 -1.533 0.559
C -2.390 -2.510 0.273
O 1.453 0.253 -1.012
S 2.570 2.649 0.157
S 1.164 1.040 0.200
H -1.048 -0.674 0.760
H 3.183 2.392 -0.964
H -2.978 -3.418 0.069
H -0.265 1.802 -0.042

=====

#C
9
Properties=species:S:1:pos:R:3 method="wB97M-V/def2-TZVPD" gap_ev=9.316 smiles="OC(=S)CS" lumo_ev=0.0
O -1.307 -1.290 -0.350
C -0.391 -0.487 0.287
S 0.879 -1.217 1.009
C -0.610 1.028 0.416
S 0.218 1.484 -1.166
H -0.552 -2.001 -0.165
H -0.282 1.632 1.251
H -1.769 1.452 0.436
H 1.507 1.722 -0.431

=====

#D
9
Properties=species:S:1:pos:R:3 method="wB97M-V/def2-TZVPD" gap_ev="7.337 / 7.303" smiles="CC=S.O=S" lumo_ev="-1.4 / -1.4"
C 1.039 0.555 0.383
C 0.850 -0.810 -0.065
S 1.973 -1.981 -0.164
H 1.744 0.695 1.124
H 0.126 1.171 0.727
H 1.382 1.039 -0.500
H 0.126 -0.954 -0.778
O 4.483 1.594 0.102
S 5.100 0.320 0.460

=====

Which of them is the least stable? Correct choice: #B.

=====

#A
42
Properties=species:S:1:pos:R:3 method="wB97M-V/def2-TZVPD" gap_ev=10.648 smiles=CC#N.CC#N.CC#N.CC#N.CC#N.CC#N.CC#N lumo_ev=-0.2
C 1.202 -0.420 -0.161
C 0.330 -0.841 0.868
N -0.330 -1.120 1.716
H 1.602 -1.335 -0.597
H 1.961 0.235 0.267
H 0.658 0.133 -0.926
C 2.850 -0.908 -3.153
C 3.723 -1.185 -1.977
N 4.403 -1.430 -1.019
H 2.317 -1.807 -3.464
H 3.416 -0.536 -4.007
H 2.114 -0.132 -2.941
C -1.583 -0.822 5.235
C -2.974 -0.824 5.369
N -4.113 -0.810 5.465
H -1.269 -1.763 5.688
H -1.140 -0.006 5.805
H -1.282 -0.600 4.211
C -4.106 -0.993 1.715
C -5.364 -1.709 1.347
N -6.354 -2.245 1.095
H -3.898 -1.045 2.784
H -4.169 0.070 1.483
H -3.240 -1.450 1.237
C 0.361 3.833 -4.161
C 0.072 2.493 -3.645
N -0.135 1.419 -3.273
H 1.361 4.233 -3.995
H -0.400 4.501 -3.759
H 0.273 3.769 -5.246
C 3.542 4.551 -1.091
C 3.520 3.066 -1.127
N 3.465 1.928 -1.093
H 4.521 4.890 -0.750
H 2.793 4.800 -0.340
H 3.314 5.003 -2.056
C -0.926 -3.828 0.374
C -1.911 -3.878 1.454
N -2.738 -3.895 2.261
H 0.029 -3.774 0.898
H -1.042 -2.896 -0.179
H -0.850 -4.670 -0.314

=====

#B
42
Properties=species:S:1:pos:R:3 method="wB97M-V/def2-TZVPD" gap_ev=11.044 smiles=CC#N.CC#N.CC#N.CC#N.CC#N.CC#N.CC#N lumo_ev=0.3
C 4.591 0.717 0.028
C 3.622 -0.179 0.563
N 2.856 -0.948 1.009
H 5.015 0.179 -0.819
H 5.362 1.026 0.734
H 4.027 1.562 -0.368
C -3.040 -2.180 3.746
C -2.165 -1.006 3.346
N -1.515 -0.138 3.009
H -2.401 -3.028 3.499
H -3.986 -2.071 3.214
H -3.211 -2.169 4.822
C -3.561 -2.238 -0.352
C -5.066 -2.018 -0.317
N -6.205 -1.907 -0.224
H -3.389 -2.842 -1.243
H -3.355 -2.784 0.569
H -3.075 -1.263 -0.316
C -1.841 1.706 -4.390
C -2.159 1.058 -3.124
N -2.363 0.509 -2.136
H -1.215 2.596 -4.319
H -2.765 2.091 -4.820
H -1.282 1.037 -5.045
C 3.073 3.845 2.177
C 2.254 3.963 3.386
N 1.585 4.105 4.339
H 2.586 4.373 1.357
H 3.255 2.828 1.829
H 4.084 4.209 2.359
C 2.129 -2.762 -2.127
C 1.315 -1.670 -2.658
N 0.720 -0.789 -3.144
H 3.039 -2.767 -2.727
H 1.719 -3.757 -2.302
H 2.408 -2.674 -1.077
C -0.283 0.077 0.201
C 0.034 1.480 0.460
N 0.291 2.598 0.682
H -1.307 -0.129 0.511
H 0.487 -0.610 0.553
H -0.267 -0.033 -0.883

=====

Which of them is the least stable? Correct choice: #A.

=====

#A
7
Properties=species:S:1:pos:R:3 method="wB97M-V/def2-TZVPD" gap_ev=7.840 lumo_ev=-0.5
C -0.235 -0.673 -0.735
F 2.820 -0.471 0.493
P 1.433 -0.600 1.306
I 0.120 -2.394 -1.720
H -1.172 -0.471 -0.115
H 0.130 0.140 -1.494
H 1.259 0.782 1.508

=====

#B
7
Properties=species:S:1:pos:R:3 method="wB97M-V/def2-TZVPD" gap_ev=9.825 lumo_ev=0.2
C -0.707 -0.089 -0.060
F 1.351 0.937 1.378
P 0.928 0.746 -0.218
I -1.137 -0.926 -1.928
H -0.695 -0.959 0.847
H -1.552 0.609 0.326
H 1.812 -0.319 -0.346

=====

#C
7
Properties=species:S:1:pos:R:3 method="wB97M-V/def2-TZVPD" gap_ev=9.802 smiles=FPCI lumo_ev=0.0
F 2.066 -0.503 -0.167
P 0.544 -1.181 -0.008
C -0.404 0.467 -0.328
I -2.542 0.051 -0.032
H 0.616 -0.779 1.289
H -0.218 1.249 0.509
H -0.063 0.696 -1.263

=====

Which of them is the least stable? Correct choice: #A.

=====

#A
12
Properties=species:S:1:pos:R:3 method="wB97M-V/def2-TZVPD" gap_ev=10.018 smiles="C/C(F)=C(/C)F" lumo_ev=1.0
C -1.867 0.750 0.019
C -0.677 -0.168 -0.018
F -1.000 -1.467 -0.059
C 0.653 0.169 -0.009
C 1.887 -0.688 0.003
F 0.962 1.507 -0.053
H -1.591 1.802 0.127
H -2.509 0.478 0.841
H -2.403 0.643 -0.938
H 1.487 -1.761 -0.017
H 2.473 -0.713 0.947
H 2.585 -0.553 -0.843

=====

#B
12
Properties=species:S:1:pos:R:3 method="wB97M-V/def2-TZVPD" gap_ev=12.339 smiles=F[C@@H]1CC[C@H]1F lumo_ev=1.2
F -1.823 -1.068 -0.298
C -0.613 -0.679 0.459
C -0.382 0.850 0.608
C 0.561 0.771 -0.606
C 0.549 -0.787 -0.420
F 1.619 -1.237 0.299
H -0.507 -1.349 1.387
H -1.322 1.379 0.485
H 0.055 1.109 1.534
H 1.459 1.394 -0.656
H -0.029 0.996 -1.455
H 0.432 -1.379 -1.337

=====

Which of them is the least stable? Correct choice: #B.